ORCA calculation (wB97M-V/def2-TZVPD) on a 10-piece molecular cluster, C5H31NO10 overall.

The geometry in XYZ format:
```
47
Properties=species:S:1:pos:R:3:mulliken_charge:R:1
C -0.108 -0.460 -2.974 -1.17
C -1.160 -0.441 -1.955 -0.38
N -0.742 0.669 -0.902 0.52
C 0.238 0.117 -0.042 -0.68
C 0.507 1.116 1.148 0.61
C 0.532 0.492 2.522 -1.40
O 1.796 1.614 0.957 -0.59
H -0.549 -1.088 -3.853 0.31
H 0.016 0.541 -3.403 0.26
H 0.805 -0.770 -2.683 0.33
H -1.348 -1.315 -1.288 0.38
H -2.137 -0.066 -2.362 0.32
H -1.649 0.887 -0.419 -0.06
H 1.151 0.054 -0.569 0.56
H 0.048 -0.856 0.471 -0.19
H -0.306 1.885 0.960 0.17
H 1.028 -0.459 2.445 0.26
H -0.471 0.254 2.855 0.30
H 0.810 1.217 3.328 0.42
H 1.915 2.244 0.219 0.33
O -0.494 -3.022 1.686 -0.61
H 0.252 -2.588 2.114 0.33
H -0.663 -3.783 1.256 0.26
O 3.901 -0.398 1.093 -0.69
H 4.196 0.043 1.884 0.31
H 3.540 0.405 0.603 0.31
O -2.733 -0.652 2.026 -0.60
H -3.377 -1.039 1.479 0.28
H -1.834 -0.989 1.990 0.30
O 3.058 -2.828 1.297 -0.67
H 3.616 -2.012 1.296 0.49
H 2.251 -2.436 0.929 0.20
O -1.554 3.343 -2.491 -0.65
H -2.063 3.241 -1.709 0.29
H -1.317 2.424 -2.779 0.31
O -3.126 2.039 1.643 -0.60
H -3.002 2.967 1.626 0.27
H -2.451 1.616 2.205 0.31
O 2.333 -3.028 -1.841 -0.64
H 2.134 -3.930 -1.576 0.31
H 1.927 -2.329 -1.222 0.31
O -3.682 -0.032 -0.706 -0.58
H -4.446 -0.589 -1.080 0.25
H -3.977 0.480 0.024 0.25
O 2.735 2.311 -1.260 -0.73
H 1.864 1.889 -1.619 0.40
H 2.537 3.262 -1.321 0.32
```

SMILES string   CCNC[C@@H](C)O.O.O.O.O.O.O.O.O.O

---

ORCA calculation (wB97M-V/def2-TZVPD) on a 10-piece molecular cluster, C5H32N2O10 overall.

The geometry in XYZ format:
```
49
Properties=species:S:1:pos:R:3:mulliken_charge:R:1
C -1.398 -0.753 -2.267 -0.83
N -0.889 0.325 -1.368 0.13
C 0.574 0.394 -1.348 0.43
C 1.280 -0.550 -0.320 -0.40
O 0.419 -1.680 -0.197 -0.34
C 0.909 1.841 -0.907 -0.77
C 2.352 2.371 -1.079 -0.94
N 2.952 1.872 -2.348 -0.52
H -1.545 -0.290 -3.243 0.32
H -0.687 -1.566 -2.458 0.11
H -2.253 -1.196 -1.789 0.33
H -1.159 0.017 -0.439 0.09
H 1.049 0.384 -2.328 0.54
H 2.311 -0.755 -0.631 0.36
H 1.419 -0.110 0.683 -0.10
H 0.894 -2.507 -0.333 0.20
H 0.196 2.515 -1.385 0.38
H 0.623 2.081 0.150 -0.20
H 2.159 3.457 -1.043 0.55
H 2.970 2.087 -0.222 0.27
H 3.793 1.425 -1.999 0.25
H 3.330 2.640 -2.892 0.25
O -2.878 2.227 -2.363 -0.63
H -3.515 2.897 -2.053 0.30
H -2.434 2.008 -1.533 0.32
O 0.706 -4.443 0.593 -0.73
H -0.142 -4.090 0.859 0.35
H 0.560 -4.628 -0.346 0.32
O 1.327 1.295 3.581 -0.67
H 1.887 0.863 2.931 0.30
H 0.382 1.089 3.478 0.34
O -1.807 -0.189 3.621 -0.60
H -2.556 -0.307 4.196 0.29
H -2.091 -0.073 2.734 0.29
O -1.623 2.095 1.338 -0.62
H -1.100 1.926 0.552 0.29
H -1.598 3.053 1.445 0.26
O 0.235 -3.571 -2.648 -0.68
H 0.172 -3.170 -3.516 0.30
H 0.676 -2.878 -2.114 0.33
O 2.879 -2.914 1.070 -0.63
H 3.347 -2.955 1.915 0.29
H 2.202 -3.627 1.096 0.36
O 0.525 3.815 1.669 -0.63
H 0.728 2.954 2.042 0.41
H 1.197 3.898 1.009 0.34
O -4.558 -1.345 1.479 -0.63
H -4.621 -1.861 0.656 0.32
H -3.930 -0.674 1.266 0.31
```

SMILES string   CN[C@H](CO)CCN.O.O.O.O.O.O.O.O.O

---

ORCA calculation (wB97M-V/def2-TZVPD) on a 11-piece molecular cluster, C5H32N2O10 overall.

The geometry in XYZ format:
```
49
Properties=species:S:1:pos:R:3:mulliken_charge:R:1
C 1.545 2.721 1.684 -1.27
C 1.499 1.511 0.629 1.89
N 1.724 1.971 -0.700 -0.38
C 0.124 1.003 0.595 0.01
C 0.090 -0.055 1.770 -0.62
C 0.464 -1.315 1.361 -0.25
N 0.596 -2.408 2.394 -0.55
H 1.774 2.264 2.653 0.40
H 0.626 3.366 1.801 0.14
H 2.375 3.429 1.546 0.44
H 2.201 0.729 0.910 -1.16
H 1.035 2.408 -1.151 0.03
H 2.622 2.121 -0.963 0.21
H -0.637 1.789 0.901 0.12
H -0.087 0.596 -0.360 -0.04
H -0.007 0.354 2.777 0.33
H 0.609 -1.754 0.424 0.54
H 0.269 -2.294 3.343 0.21
H 1.429 -2.950 2.396 0.22
O -1.472 -4.277 1.634 -0.68
H -0.871 -4.511 2.267 0.32
H -1.281 -3.349 1.478 0.32
O -2.832 -0.629 0.976 -0.66
H -2.699 -1.431 1.472 0.26
H -2.138 -0.119 1.056 0.28
O 2.148 -1.619 -1.369 -0.60
H 1.626 -0.912 -1.234 0.22
H 3.012 -1.220 -1.421 0.31
O -0.537 2.055 -3.034 -0.64
H -1.392 2.293 -3.171 0.29
H -0.831 1.354 -2.361 0.32
O -2.050 -0.416 -1.513 -0.60
H -1.735 -1.035 -2.112 0.32
H -1.710 -0.826 -0.676 0.24
O 4.694 0.281 1.065 -0.62
H 5.002 -0.234 0.447 0.27
H 3.794 0.198 1.401 0.32
O -1.760 3.100 2.435 -0.61
H -1.400 3.814 2.955 0.29
H -2.024 3.708 1.721 0.32
O 1.545 1.218 -4.119 -0.60
H 0.693 1.560 -4.406 0.32
H 1.804 0.430 -4.690 0.29
O -0.441 -3.855 -1.573 -0.59
H -0.828 -4.555 -1.070 0.30
H -0.353 -4.161 -2.612 0.30
O -4.394 1.257 -0.862 -0.64
H -3.764 0.669 -0.575 0.35
H -4.890 1.208 0.042 0.35
```

SMILES string   C[C@H](N)C/C=C/N.O.O.O.O.O.O.O.O.O.O

---

HOMO level for every record listed, in sequence, given in eV: -9.2383; -9.3015; -8.4623.
Energy above the lowest of the compared OMol25 structures with the same formula, charge and spin for every record listed, in sequence, given in kJ/mol: 375.9; 370.1; 667.7.
Kohn-Sham gap for every record listed, in sequence, given in eV: 9.4129; 9.4911; 8.8060.